# 1
A structure of composition C37H61N6O7Si4Ti, computed with wB97M-V/def2-TZVPD.

```
116
Properties=species:S:1:pos:R:3:forces:R:3
Ti 0.61571 1.91033 -0.07515 -0.5757 0.3106 0.6974
Si -0.65279 3.37543 2.91407 0.0519 0.1428 0.0183
Si -3.54283 1.34886 1.62233 0.1175 -0.0723 -0.0942
Si -1.06771 -0.11441 3.72427 0.0595 -0.0962 -0.0807
Si -1.18622 1.30897 1.83453 -0.1619 -0.0787 0.4775
O 4.10158 0.02417 -2.23498 -0.0095 0.0289 0.0300
O 2.19449 -1.38153 0.06892 -0.0075 -0.0483 -0.0854
O -0.44139 3.37088 -0.33732 0.1791 0.1214 -0.1735
O 7.04157 -4.83378 0.70938 0.0000 -0.0408 0.0003
O 6.45535 -5.89544 -1.25869 0.0036 -0.0229 0.0379
O 2.21710 1.45397 -1.21214 0.2334 -0.1622 -0.3373
O 4.09395 -0.55568 0.92081 -0.0774 0.0155 0.0340
N 0.18220 1.38851 -1.99728 -0.0141 -0.2714 -0.6050
N 0.19394 -1.82109 -2.48524 0.0192 -0.1038 0.1261
N -2.50264 -1.15149 -1.45882 0.0049 0.0181 0.0290
N 2.03199 1.36506 1.59814 0.2311 -0.0044 -0.1035
N -0.41505 -1.93492 0.26700 -0.2431 0.2061 -0.2857
N -0.85855 1.13665 -2.83698 -0.1258 0.0467 -0.0060
C 4.56687 -4.39787 -1.80923 -0.0169 0.0469 0.0278
C -4.17419 -0.44176 1.57317 0.0309 -0.0995 -0.0242
C -4.60248 2.16600 2.95609 0.0372 0.0207 0.0915
C -0.86802 -3.32073 -0.06615 0.0092 -0.0206 -0.0118
C -4.12316 2.12008 0.01560 -0.0061 0.0722 -0.0380
C -3.10844 5.56146 -2.61749 -0.0013 -0.0292 -0.0128
C -1.39750 -1.97218 3.38535 0.0155 -0.0212 0.0149
C 5.96153 -4.19363 0.13965 0.0112 0.0254 0.0053
C 3.34783 -0.03567 -3.34110 -0.0041 -0.0225 -0.0572
C -2.68328 -2.58723 -1.70176 0.0709 0.0735 0.0092
C 4.19993 -2.64745 -0.15505 -0.0357 0.0392 -0.0509
C 3.43979 -1.42133 0.32002 -0.0367 -0.0337 0.0397
C 0.91462 4.31876 2.33172 0.0611 -0.0793 -0.0391
C 3.19255 -0.80052 -5.62617 0.0051 -0.0153 -0.0059
C -1.78783 2.10517 -2.85478 0.0059 0.0409 0.0462
C 1.92075 -0.24621 -5.73891 -0.0025 0.0236 0.0489
C -2.33116 0.26796 5.08105 -0.0575 0.0441 0.0045
C 0.62925 -0.20568 4.55847 0.0428 0.0448 0.0453
C 7.40262 -5.87168 -0.19337 -0.0382 0.0368 -0.0171
C 3.89693 -0.69607 -4.44265 -0.0125 0.0068 0.0016
C -1.46537 5.38266 -0.89159 -0.0536 0.0152 -0.0498
C -1.81588 -3.12946 -2.84501 -0.0367 -0.0276 0.0073
C -2.38023 6.16225 -1.58477 0.0116 0.0245 0.0276
C -0.31425 -3.17776 -2.55208 0.0282 0.0396 0.0446
C 1.35805 0.38958 -4.64674 0.0131 0.0291 -0.0561
C -1.23854 4.04736 -1.20160 0.0339 -0.0866 0.1378
C 1.42761 1.11973 -2.24956 0.2962 0.0446 0.0573
C -2.87176 4.25131 -2.95193 -0.0334 0.0443 0.0082
C -1.90053 3.42288 -2.31108 -0.0542 -0.0489 -0.0251
C 5.29188 -3.09197 0.60122 -0.0046 0.0048 -0.0079
C 5.61235 -4.83046 -1.03458 0.0094 -0.0136 -0.0298
C 3.85568 -3.28956 -1.33550 0.0068 -0.0465 0.0121
C 2.04523 0.50224 -3.43085 -0.0160 -0.0245 0.0019
C -0.28159 3.34561 4.77816 -0.0583 -0.0149 0.0632
C -0.04560 -3.88742 -1.22133 -0.0565 0.0204 -0.0274
C -2.04085 4.63731 2.72301 -0.0636 -0.0298 -0.0363
C -2.36015 -3.34718 -0.40667 0.0416 -0.0397 -0.0001
H -0.31734 -4.94274 -1.32140 0.0311 0.0037 0.0006
H 0.06885 -1.31148 -3.35037 -0.0269 0.0526 0.0519
H 0.36044 0.80173 -4.69809 0.0004 0.0127 -0.0010
H 0.57563 -0.93569 5.37297 0.0187 0.0166 0.0093
H 0.66337 2.84213 4.99476 -0.0181 0.0161 -0.0225
H 3.63883 -1.31637 -6.46832 -0.0009 0.0031 0.0013
H -2.12818 -0.60546 -2.23128 0.1366 -0.0196 -0.0409
H -0.69500 -1.66335 1.20863 0.0068 0.0024 -0.0272
H -5.20464 1.97292 -0.08131 0.0076 0.0248 -0.0280
H -3.43673 3.80706 -3.76508 0.0041 0.0094 -0.0033
H 0.62334 -1.81548 0.17598 0.0737 0.0539 0.0719
H 2.91719 1.03124 1.19959 0.0656 -0.0751 0.0157
H 0.95781 0.74366 4.98290 -0.0147 -0.0243 -0.0132
H 4.88794 -1.11739 -4.33164 0.0007 0.0015 -0.0036
H -2.64214 -4.39860 -0.52225 -0.0123 0.0026 0.0194
H 1.71418 4.21148 3.07165 0.0056 -0.0158 -0.0015
H 7.37882 -6.83015 0.32964 0.0258 -0.0091 -0.0043
H -1.99356 -2.54053 -3.74979 0.0175 0.0138 0.0099
H -1.79840 -2.41710 4.30142 -0.0015 -0.0018 -0.0151
H -1.65963 5.62548 2.99801 -0.0345 0.0161 -0.0010
H -2.87730 4.40273 3.38303 0.0090 0.0033 0.0045
H -0.91862 5.78889 -0.04821 0.0109 -0.0061 -0.0015
H -2.12338 -2.16720 2.59375 -0.0789 -0.0167 0.0195
H -3.92268 3.19421 -0.01382 0.0028 0.0088 -0.0037
H 2.23800 2.05779 2.30997 -0.0345 0.0463 -0.0213
H -2.41589 4.69091 1.69798 0.0205 -0.0081 0.0126
H 1.16735 -1.76429 -2.20845 0.0401 -0.0648 -0.0269
H -2.15443 -4.14918 -3.05813 -0.0143 0.0126 -0.0209
H 4.31341 -4.88337 -2.74174 0.0017 -0.0020 -0.0002
H 1.01956 -3.84774 -0.97895 -0.0011 0.0312 -0.0074
H -4.59568 3.25109 2.85219 -0.0152 -0.0007 -0.0096
H -2.53943 7.19759 -1.31242 -0.0014 -0.0028 0.0010
H -4.11936 -0.93485 2.54649 -0.0133 0.0278 0.0275
H -3.72511 -2.80179 -1.97079 0.0024 -0.0364 0.0323
H 8.39757 -5.67040 -0.60086 0.0157 -0.0039 0.0032
H -3.62786 1.69671 -0.86016 0.0241 -0.0314 -0.0231
H -4.29489 1.91763 3.97293 -0.0167 0.0161 -0.0260
H 1.36917 -0.31540 -6.66747 0.0050 -0.0004 -0.0021
H -2.39861 1.32813 5.32581 0.0236 -0.0473 0.0005
H -2.07503 -0.28141 5.99254 0.0025 -0.0034 -0.0038
H 1.68455 0.54332 2.08277 -0.0895 0.0358 0.0039
H 0.64993 5.37969 2.30279 0.0096 0.0060 0.0338
H 3.60018 0.54171 -1.55988 -0.0024 0.0186 0.0200
H 1.33618 4.09588 1.35153 -0.0802 -0.0274 0.0010
H -0.89567 -1.27672 -0.39127 0.0996 -0.1339 0.0967
H -0.16907 4.38800 5.09610 -0.0010 -0.0043 0.0174
H -3.35029 -0.71118 -1.12499 0.0360 -0.0015 -0.0817
H -5.22260 -0.44049 1.25754 -0.0157 -0.0098 0.0160
H -3.61167 -1.05308 0.86301 -0.0455 0.1134 0.1299
H -0.47522 -2.51778 3.16012 0.0238 0.0318 -0.0478
H -0.68941 -3.92124 0.82803 0.0135 -0.0247 -0.0098
H 0.16265 -3.77484 -3.34593 -0.0187 -0.0268 0.0102
H -5.63405 1.82503 2.81968 -0.0046 0.0086 0.0134
H -3.85575 6.12621 -3.16286 0.0026 0.0005 -0.0024
H 1.40634 -0.55180 3.87090 -0.0232 -0.0291 0.0103
H -2.58738 1.86406 -3.55222 0.0093 -0.0110 -0.0115
H 3.03929 -2.89716 -1.92502 -0.0472 0.0263 0.0000
H -3.32786 -0.05322 4.76771 0.0103 -0.0263 -0.0027
H -2.95362 -2.94664 0.41852 0.0293 -0.0242 -0.0072
H 5.58471 -2.56273 1.49708 -0.0088 0.0008 -0.0050
H -1.05213 2.88861 5.40025 0.0072 0.0385 -0.0424
```
Forces are in eV/Å.

Output
LUMO level (alpha / beta) = 0.0834 / 0.0834 hartree
2S+1 = 3
gap between HOMO and LUMO (alpha / beta) = 4.025 / 7.032 eV
maximum force = 0.96 eV/Å
ΔE to the lowest compared entry with this formula, charge and spin = 262.26 kJ/mol
calculated total energy = -117264.397 eV
charge = -1
HOMO level (alpha / beta) = -1.76 / -4.76 eV



# 2
A structure of composition C37H62AsO9P3PdSSi2, computed with wB97M-V/def2-TZVPD.

```
116
Properties=species:S:1:pos:R:3:forces:R:3
Pd 0.27388 1.15031 -1.05185 -0.2393 0.2803 0.1296
As -2.09485 1.92592 -0.72943 0.4063 -0.1153 -0.0595
S 1.26531 0.96680 -4.29481 0.1501 0.1361 0.0614
P -1.51391 -2.25336 0.20049 -0.2308 0.0527 -0.0131
P 2.46536 0.53945 -1.05531 -0.0201 0.0192 -0.3496
P -0.46254 -0.53374 2.51648 -0.0907 -0.0089 -0.0398
Si -0.24309 3.44196 -0.06921 -0.2931 0.1276 0.1945
Si -2.68606 2.41103 -2.91072 0.0776 0.0929 0.0120
O 0.91985 2.26779 -3.74408 -0.0750 0.0357 -0.1245
O 0.91420 -0.51049 2.02479 0.0760 -0.1279 0.0711
O -0.68240 -1.64632 3.67479 -0.0235 0.0860 -0.0472
O 0.64843 -0.16317 -3.61302 -0.0933 -0.1556 -0.0826
O -0.83692 0.85834 3.17504 0.0483 -0.1135 0.0532
O -0.36525 -2.04165 -0.66750 0.1661 -0.2207 0.0568
O -1.46425 -3.61288 1.04924 0.0862 0.0232 -0.0138
O -2.90914 -2.41113 -0.55658 0.0341 0.0873 0.0651
O 1.18398 0.89992 -5.74755 0.0085 -0.0513 0.0010
C 3.52007 0.68063 -2.61163 0.0367 -0.0750 0.0319
C 1.07672 3.32708 1.30834 0.0084 -0.1150 -0.0825
C -1.40413 4.59307 0.97679 0.0493 0.1140 -0.1469
C 4.27476 2.54872 -0.26697 -0.0336 -0.0168 0.0112
C -2.57942 -4.46014 1.34343 -0.0285 -0.0123 -0.0064
C -2.02641 1.36934 3.80623 -0.0106 0.0213 -0.0023
C 3.52292 -3.97631 -0.75622 0.0064 -0.0087 -0.0011
C 1.04899 -3.32697 3.51092 0.0275 -0.0027 -0.0018
C 0.02047 -2.63310 5.71072 0.0053 0.0009 0.0044
C 3.57355 1.07059 1.48163 0.0042 -0.0596 -0.0033
C 5.76845 0.51401 -3.54538 -0.0248 0.0062 -0.0117
C -1.80205 -0.95325 1.40779 -0.0229 -0.0750 0.0918
C 4.96998 2.96596 1.99758 0.0098 0.0057 -0.0199
C 4.26857 1.83973 2.40295 0.0212 -0.0148 0.0329
C -4.50454 -1.17879 -1.84127 -0.0261 0.0020 -0.0053
C -1.99560 -5.78755 1.78790 0.0104 0.0126 0.0071
C 2.92172 -1.24224 -0.83873 0.0650 -0.0061 0.1592
C -2.31909 1.09625 -4.22702 -0.1685 0.0215 -0.0014
C 4.96381 3.32130 0.65538 -0.0212 0.0079 0.0179
C 3.89150 0.77569 -5.00217 0.0069 0.0078 -0.0422
C -2.69317 -2.54906 -2.96375 0.0021 0.0197 -0.0166
C 4.23768 -3.08085 0.02607 0.0035 0.0142 0.0101
C 5.25825 0.64702 -4.82913 -0.0270 -0.0007 0.0154
C 4.90231 0.52296 -2.46575 0.0151 -0.0446 -0.0240
C -4.59297 2.55251 -2.86370 0.0477 0.0330 -0.0250
C -3.07179 -1.64948 -1.80914 0.0225 -0.0579 0.0463
C 3.94337 -1.72354 -0.02277 -0.0514 -0.0208 0.0037
C -2.12729 4.07437 -3.61351 -0.0258 -0.0796 -0.0303
C 2.21887 -2.14818 -1.63199 0.0394 0.0011 -0.0142
C 3.02139 0.79067 -3.91480 -0.0031 0.1021 0.0310
C 0.44714 4.63772 -1.36895 0.0629 -0.0487 0.0737
C -2.47223 0.49912 4.96873 0.0025 0.0151 0.0430
C -3.14312 1.63555 2.81591 -0.0123 -0.0180 0.0464
C 3.58200 1.40150 0.12670 0.0680 0.0517 -0.0834
C 0.47902 -2.18893 4.33535 0.0107 -0.0223 -0.0022
C 2.52114 -3.50053 -1.59090 -0.0156 0.0136 -0.0243
C -3.46313 -3.84113 2.41459 -0.0265 -0.0137 0.0135
H 1.95430 -4.18594 -2.21008 0.0008 -0.0114 0.0060
H -3.66504 0.71907 2.53469 0.0019 -0.0024 0.0054
H 3.45462 0.86179 -5.98780 -0.0003 0.0032 -0.0018
H -0.87832 5.52358 1.23503 -0.0050 0.0013 0.0293
H 5.91474 0.63793 -5.69209 0.0167 -0.0003 0.0109
H 0.88969 4.12058 -2.22004 0.0090 -0.0292 0.0071
H -1.28198 -6.15106 1.04954 -0.0040 -0.0025 -0.0105
H 4.52553 -1.04189 0.58219 0.0011 0.0217 0.0251
H -2.77167 2.10246 1.90184 -0.0332 -0.0147 0.0420
H -2.84358 -3.48811 3.24217 0.0052 -0.0081 0.0087
H -5.00467 2.58110 -3.87918 -0.0088 0.0156 -0.0079
H 1.31492 -2.97693 2.51429 0.0034 0.0010 -0.0042
H 1.21517 5.24314 -0.87172 0.0126 0.0192 -0.0351
H 4.23525 1.57016 3.45261 -0.0011 -0.0011 -0.0001
H -1.67699 2.32650 4.19920 -0.0304 0.0172 -0.0087
H 1.94545 -3.72737 3.99068 0.0015 0.0045 0.0119
H 5.48119 4.21408 0.32336 0.0005 0.0013 0.0084
H -0.32907 5.31127 -1.73523 -0.0273 0.0048 -0.0133
H -0.78500 -3.36467 5.61480 -0.0028 -0.0076 -0.0069
H -3.28857 -3.46725 -2.94409 0.0012 0.0027 0.0052
H -5.19215 -2.02785 -1.78301 0.0097 -0.0086 -0.0012
H -4.03595 -3.00248 2.01845 0.0161 0.0131 -0.0123
H -1.47610 -5.67061 2.74095 0.0175 0.0015 0.0022
H -2.32931 4.83352 0.45004 -0.0011 0.0123 -0.0140
H -4.68593 -0.64151 -2.77286 0.0022 0.0194 -0.0043
H 4.25180 2.85711 -1.30476 0.0057 -0.0002 -0.0027
H 1.12536 4.30492 1.80309 -0.0098 -0.0025 0.0381
H -2.26562 4.87503 -2.88496 -0.0351 0.0171 -0.0036
H -1.67208 4.09381 1.91482 -0.0051 -0.0002 -0.0019
H -3.15420 -4.59403 0.42435 0.0006 -0.0284 0.0137
H 2.06698 3.08735 0.93102 -0.0790 0.0626 -0.0019
H -4.69918 -0.49467 -1.01421 0.0126 -0.0002 0.0045
H -2.78830 -6.52764 1.91277 -0.0095 0.0004 0.0034
H -2.06269 -0.05328 0.82451 0.0616 -0.0305 -0.0434
H -2.64397 -1.25641 2.03435 -0.0567 0.0916 -0.0450
H -2.87283 -2.02942 -3.90578 0.0030 0.0219 -0.0055
H 5.03246 -3.43303 0.67505 -0.0040 -0.0075 0.0003
H -2.72149 4.30508 -4.50595 0.0197 0.0054 -0.0132
H -3.87188 2.30606 3.27729 -0.0008 0.0174 0.0051
H -1.67337 1.49841 -5.01057 0.0148 0.0125 -0.0037
H -0.34885 -1.78789 6.29194 -0.0138 0.0095 -0.0009
H -1.79491 0.23673 -3.81337 0.0405 -0.0085 0.0183
H 3.74744 -5.03678 -0.71796 0.0019 0.0004 0.0018
H -2.40093 -0.78608 -1.76530 -0.0220 0.0073 -0.0255
H -3.28684 1.00403 5.49290 0.0042 -0.0018 -0.0004
H 0.31275 -4.12797 3.41801 -0.0168 -0.0015 -0.0128
H 0.84511 -3.09823 6.25393 0.0148 0.0091 -0.0016
H -2.83356 -0.47107 4.62628 0.0012 -0.0166 -0.0253
H 5.49883 3.57313 2.72330 -0.0011 0.0047 -0.0024
H 6.83306 0.39148 -3.38039 0.0037 -0.0019 -0.0041
H 1.22633 -1.39633 4.42463 0.0104 -0.0170 0.0096
H -1.07470 4.03274 -3.89543 0.0317 -0.0215 0.0250
H -1.63302 -2.79290 -2.91319 0.0095 -0.0271 0.0191
H 1.43531 -1.78138 -2.28090 -0.0014 0.0020 0.0083
H -4.16903 -4.58324 2.79415 -0.0132 -0.0016 -0.0146
H -1.65588 0.32988 5.67163 0.0177 -0.0050 -0.0004
H 5.31515 0.38925 -1.47365 -0.0067 0.0042 0.0076
H -3.25515 0.76104 -4.69183 0.0282 -0.0250 -0.0201
H 2.97006 0.23916 1.82174 -0.0017 -0.0024 -0.0141
H 0.81503 2.56930 2.05064 -0.0037 -0.0037 0.0110
H -4.88640 3.46864 -2.34484 0.0017 0.0114 0.0193
H -5.04769 1.71510 -2.33104 -0.0031 -0.0332 0.0071
```
Forces are in eV/Å.

Output
LUMO level = 0.1400 hartree
gap between HOMO and LUMO = 4.371 eV
maximum force = 0.43 eV/Å
ΔE to the lowest compared entry with this formula, charge and spin = 0.00 kJ/mol
calculated total energy = -176588.024 eV
charge = -2
HOMO level = -0.56 eV